A:
An isolated ion of composition C3H5N2 and charge +1, computed with ωB97M-V with the def2-TZVPD basis set.

## Properties
Lowest unoccupied orbital energy ... -7.003 eV
HOMO-LUMO gap ... 9.03 eV
Charge ... +1
Highest occupied orbital energy ... -16.034 eV

Each line ends with the Löwdin charge.
Atoms and positions in Å:
C 1.66294 -0.10720 0.48809  0.359
C 1.10903 0.91167 -0.36478  -0.068
C -0.82281 -0.89199 -0.20926  -0.045
N 0.18892 0.00622 0.29221  -0.201
N -1.22160 0.11788 0.71240  0.194
H 1.14083 1.94511 -0.00612  0.159
H 1.22398 0.86223 -1.44814  0.152
H -1.12682 -0.73786 -1.24347  0.149
H -0.75852 -1.93486 0.10150  0.150
H -1.39596 -0.17121 1.67758  0.151

***

B:
C3H5N2 as an isolated structure, computed with ωB97M-V with the def2-TZVPD basis set.

## Properties
Lowest unoccupied orbital energy ... -6.389 eV
HOMO-LUMO gap ... 9.43 eV
Charge ... +1
Highest occupied orbital energy ... -15.823 eV

Each line ends with the Löwdin charge.
Atoms and positions in Å:
C 0.67500 1.19785 0.05913  0.292
C -0.42603 -0.61721 -1.12278  -0.228
C 0.21436 0.17653 0.89182  -0.170
N 0.05895 0.46727 -1.53907  0.200
N -0.26671 -0.94569 0.17513  0.075
H 1.23422 2.06923 -0.02434  0.110
H -0.86963 -1.23092 -1.78181  0.117
H 0.48037 -0.12727 1.91536  0.176
H -0.71555 0.90116 0.89060  0.245
H -0.38497 -1.89095 0.53595  0.183

***

Energies relative to the minimum, eV: A 3.015; B 0.000

***

A:
One molecule with the formula C4H7N3O2S, computed with ωB97M-V with the def2-TZVPD basis set.

## Properties
Lowest unoccupied orbital energy (alpha / beta) ... -0.607 / -0.607 eV
HOMO-LUMO gap (alpha / beta) ... 7.33 / 7.33 eV
Charge ... 0
Highest occupied orbital energy (alpha / beta) ... -7.940 / -7.941 eV

Each line ends with the Löwdin charge.
Atoms and positions in Å:
C -0.77758 -1.45376 0.00669  -0.419
C 0.49562 -0.97185 0.13599  -0.436
C -1.81675 1.07767 -0.52484  -0.429
C 1.61713 -1.92336 0.39474  -0.024
N 0.63347 0.33065 0.37082  0.037
N -2.49262 2.22804 -0.33614  0.079
N 1.73332 0.93935 0.18013  -0.525
O 2.45236 0.77619 -0.79143  0.004
O 2.00870 1.89298 0.91040  -0.008
S -2.03997 -0.35057 0.35286  1.004
H -1.12864 -2.44153 -0.21364  0.055
H -0.99203 1.03167 -1.36497  0.155
H 1.73928 -2.26390 1.44078  0.101
H 2.52999 -1.45870 0.00301  0.071
H 1.43616 -2.80961 -0.26376  0.096
H -3.12234 2.27817 0.46449  0.116
H -2.27611 3.11856 -0.76515  0.123

***

B:
One molecule with the formula C4H7N3O2S, computed with ωB97M-V with the def2-TZVPD basis set.

## Properties
Lowest unoccupied orbital energy ... -0.188 eV
HOMO-LUMO gap ... 8.71 eV
SMILES ... CN1CN[C@@H]([N+](=O)[O-])C1=S
Charge ... 0
Highest occupied orbital energy ... -8.901 eV

Each line ends with the Löwdin charge.
Atoms and positions in Å:
C 1.27267 -1.05580 -0.30662  -0.770
C -0.06945 0.76080 -0.02117  -0.125
C 2.14498 0.37503 -0.77092  -0.185
C -0.88663 -1.35577 0.68962  -0.041
N 0.99833 1.22810 -1.04742  0.026
N 0.04572 -0.65761 -0.14546  -0.185
N 3.07085 0.80176 0.25778  -0.353
O 4.10892 0.20736 0.44465  0.098
O 2.69566 1.72147 1.00400  0.051
S 1.89100 -2.51658 -0.37932  0.746
H 0.27139 1.11010 0.91458  0.104
H -1.01282 1.19266 -0.40139  0.144
H 2.48280 0.05620 -1.72532  0.131
H -0.55679 -1.09358 1.69551  0.115
H -1.91756 -1.07998 0.55243  0.094
H -0.97404 -2.35649 0.46278  0.055
H 1.03208 2.21018 -1.02914  0.094

***

Energies relative to the minimum, eV: A 1.361; B 0.000

***

A:
A 2-piece molecular cluster, C2H8S2 overall, computed with ωB97M-V with the def2-TZVPD basis set.

## Properties
Lowest unoccupied orbital energy ... 0.635 eV
HOMO-LUMO gap ... 9.57 eV
SMILES ... CCS.S
Charge ... 0
Highest occupied orbital energy ... -8.939 eV

Each line ends with the Löwdin charge.
Atoms and positions in Å:
S -0.30146 -5.39338 -2.41161  0.432
H -0.89936 -5.43177 -3.57282  -0.251
H 0.84571 -4.73088 -2.01936  -0.181
C 1.20736 1.60061 1.75098  -0.176
C 0.39781 2.87136 2.10444  -0.626
S -0.55154 3.38394 0.64767  0.658
H 1.68549 1.79228 0.80638  0.044
H 0.53046 0.75910 1.59518  0.070
H 1.98337 1.39684 2.49878  0.073
H -0.33594 2.61604 2.86266  0.048
H 0.87845 3.78983 2.44641  0.059
H -0.77018 4.67543 0.98728  -0.150

***

B:
A 2-piece molecular cluster, C2H8S2 overall, computed with ωB97M-V with the def2-TZVPD basis set.

## Properties
Lowest unoccupied orbital energy ... 0.713 eV
HOMO-LUMO gap ... 9.70 eV
SMILES ... CCS.S
Charge ... 0
Highest occupied orbital energy ... -8.983 eV

Each line ends with the Löwdin charge.
Atoms and positions in Å:
S 3.07409 0.21581 1.60659  0.473
H 2.69050 1.27530 0.89821  -0.232
H 3.76255 -0.26402 0.56637  -0.225
C -1.06826 0.13651 0.79781  -0.190
C -0.94855 0.17822 -0.69696  -0.658
S -2.33442 -0.51136 -1.63515  0.667
H -1.48782 -0.79430 1.20104  0.070
H -1.88769 0.86157 1.10397  0.087
H -0.22334 0.56355 1.33191  0.047
H -0.82888 1.22308 -0.98374  0.067
H -0.07738 -0.31749 -1.09243  0.045
H -2.50008 0.31685 -2.70025  -0.151

***

Energies relative to the minimum, eV: A 0.841; B 0.000